Density functional theory data (the ωB97M-V functional and the def2-TZVPD basis) for 2 unconnected molecules or ions with the total composition C6H13O2 in a non-equilibrium geometry.

XYZ file:
```
21
Properties=species:S:1:pos:R:3:lowdin_charge:R:1
H -2.17031 1.76178 1.62453 0.048
H 1.20175 -1.59242 0.66904 0.090
H -0.85210 -2.40715 1.74394 0.077
C -0.60607 1.28075 0.17375 -0.362
H 1.10941 0.69387 1.37674 0.103
H 3.42379 -0.78940 -0.53937 0.035
H -0.43217 0.16281 1.91261 0.094
H 3.00508 -0.75394 -2.02862 0.037
C -0.30374 1.44619 -1.29399 -0.070
C 0.28882 -1.09267 0.33302 -0.230
C -1.67447 1.89277 0.66572 -0.004
H -1.05837 0.90180 -1.85319 0.084
H 0.63027 1.00825 -1.57644 0.044
O 3.08344 -0.21714 -1.23572 -0.063
H -0.33774 2.47485 -1.63934 0.068
H 0.27582 -1.03911 -0.75451 0.083
C 0.16282 0.28639 1.00725 -0.187
O -0.81940 -3.20143 -0.04235 -0.418
C -0.86095 -2.03681 0.68748 -0.557
H -2.24284 2.68070 0.16536 0.046
H -1.82304 -1.46008 0.60406 0.083
```

Results
**Energy above the lowest of the compared OMol25 structures with the same formula, charge and spin**: 3.445 eV
**E_LUMO**: 0.124 hartree
**Calculated total energy**: -10526.2593 eV
**Highest occupied orbital energy**: -1.938 eV
**Frontier orbital gap**: 5.32 eV
**Net charge**: -1

Density functional theory data (the ωB97M-V functional and the def2-TZVPD basis) for a molecular structure, CH4N6O in a non-equilibrium geometry.

XYZ file:
```
12
Properties=species:S:1:pos:R:3:lowdin_charge:R:1
N 1.35670 -0.93260 -0.00285 -0.020
N 2.60858 -0.00633 -0.06344 -0.071
H 0.94238 2.08084 -0.71682 0.172
H 0.32438 1.97864 0.93471 0.020
H 2.75363 -0.21080 1.02933 0.090
N -2.11851 -0.61010 0.04313 0.094
N 0.14485 1.91682 0.04399 0.087
H 3.47456 -0.83042 -0.56643 0.182
O -0.85277 -1.42664 0.01312 0.028
N -0.44606 0.73706 -0.06971 -0.188
N -1.77717 0.64160 -0.09070 0.075
C 0.15807 -0.63838 0.03187 -0.469
```

Results
**Energy above the lowest of the compared OMol25 structures with the same formula, charge and spin**: 4.266 eV
**E_LUMO**: 0.019 hartree
**Calculated total energy**: -12082.6771 eV
**Highest occupied orbital energy**: -9.192 eV
**Frontier orbital gap**: 9.71 eV

Density functional theory data (the ωB97M-V functional and the def2-TZVPD basis) for 9 unconnected molecules or ions with the total composition C27H72O27S9 in a non-equilibrium geometry.

XYZ file:
```
135
Properties=species:S:1:pos:R:3:lowdin_charge:R:1
H 9.53477 -4.53789 8.56132 0.127
C 1.73926 3.48247 8.76060 -0.130
H -1.53193 2.29127 -1.36818 0.073
C -2.50310 -5.38489 7.92089 -0.108
C 5.53652 -4.58249 7.42689 -0.076
O -1.00501 0.76475 0.93616 -0.282
H -1.45541 -5.31895 8.21430 0.073
H 9.37644 -6.44136 10.04108 0.083
H -3.82431 11.24162 -7.47365 0.068
H -2.73454 -5.19094 6.87356 0.076
O -1.22121 -11.31732 3.07168 -0.289
O -4.94228 -4.56313 8.52156 -0.295
S -3.57363 -6.16195 -3.94048 0.691
C 2.16269 9.51426 -9.82643 -0.108
H 0.67137 -7.28786 2.64260 0.113
S -0.52007 -10.40583 2.16866 0.689
H -1.30849 -3.99068 9.91206 0.101
H -5.37848 12.13674 -7.87320 0.071
O 0.84495 -0.98020 1.01184 -0.301
O 3.45678 2.23410 7.36306 -0.277
C -2.39624 4.49976 -12.04957 -0.087
H -4.06023 3.25231 -9.40205 0.045
O 3.28998 10.37864 -7.49047 -0.259
S 3.45816 10.59730 -9.12797 0.664
O -0.99290 1.87589 -8.32162 -0.292
H 1.20770 3.27864 7.83111 0.074
H -4.10937 9.98915 -4.39240 0.083
H 0.32023 0.94956 -0.73876 0.119
H 1.19090 9.91926 -9.54414 0.069
C 1.01597 -11.24743 1.56143 -0.102
H 2.31698 9.35585 -10.89376 0.074
C 0.32094 0.33443 3.31786 -0.093
O 4.73083 10.02606 -9.56472 -0.308
S -2.08852 1.74590 -9.27113 0.691
H -5.04098 -7.94087 -5.21439 0.107
H -3.04149 4.78739 -12.87965 0.088
H 8.21056 -7.29186 8.95534 0.084
H 0.54108 1.38317 3.11834 0.053
H -7.43414 -7.45677 -4.71829 0.078
C -2.63898 3.11075 -11.57257 -0.316
H 2.79695 -8.55202 3.64045 0.071
H -1.55628 -5.51861 12.55071 0.069
C -4.74421 11.26970 -8.05768 -0.102
H -1.42383 -6.34898 11.03670 0.070
S -0.29237 -0.49588 1.76716 0.648
O -5.85371 9.67703 -6.24343 -0.250
H 4.64724 9.34201 -6.31961 0.121
H 5.16263 3.22957 7.68789 0.111
C -3.63227 -4.71142 -2.70798 -0.082
H -4.10439 8.40530 -3.65384 0.084
H 2.26102 8.54179 -9.34398 0.055
O 2.06006 0.94211 8.98131 -0.308
H 4.43066 3.42146 4.82393 0.075
O 3.98818 2.38414 9.88537 -0.298
H 5.07786 -3.86466 8.10693 0.062
C 4.34783 3.26025 6.96452 -0.297
H 2.43424 9.30525 -5.28749 0.080
H -4.55366 -4.25519 -3.06993 0.052
H -3.06216 3.51700 -7.98339 0.065
O -7.05303 10.26651 -8.39495 -0.274
C 2.65787 8.58983 -6.07887 -0.076
O 0.27549 -9.20202 2.95334 -0.289
C -5.37041 -8.10216 -4.18795 -0.268
C 3.77670 9.14398 -6.94493 -0.287
S -3.52698 -4.18341 8.75979 0.660
H 1.06767 -0.27638 3.82521 0.070
C -1.21342 -5.39658 11.52327 -0.048
H 0.54934 2.00292 0.79710 0.105
C -0.11574 1.52670 0.07669 -0.257
C -1.97512 -4.27172 10.72738 -0.341
H 1.69127 -11.32819 2.41322 0.070
H -3.92301 8.91790 -6.14881 0.113
O -5.17760 8.61200 -8.43899 -0.298
C -4.90055 8.82256 -5.67615 -0.346
H -5.66088 9.17734 -3.66457 0.088
C -6.90628 -8.20919 -4.13233 -0.064
H 5.30004 1.99801 5.60654 0.085
C -0.96155 2.68657 -0.52764 -0.061
H -3.75754 -5.19450 -1.73894 0.059
H -1.71890 2.89630 0.22770 0.074
H 2.31979 4.40416 8.80016 0.068
O 7.54389 -2.75717 7.71140 -0.337
H 0.89895 3.40523 9.45053 0.076
O -3.79197 -5.58007 -5.27555 -0.315
O -1.69723 2.73475 -10.55682 -0.250
C -3.49272 2.74539 -8.62163 -0.109
O -3.02125 -2.87356 8.46732 -0.275
H -7.21516 -8.12298 -3.09057 0.073
H 2.83428 7.62370 -5.60604 0.079
H 3.13245 -7.42060 2.31000 0.070
H -7.24025 -9.22403 -4.34835 0.074
H -3.70758 3.15908 -11.36314 0.107
C 2.58264 -8.31664 2.59797 -0.046
O 3.14250 11.98083 -9.44249 -0.290
H 9.93672 -6.89809 8.47747 0.079
H 1.76065 8.35682 -6.65227 0.071
C -4.72282 9.10579 -4.21506 -0.051
O -2.45833 -6.97015 -3.50506 -0.306
H 7.94500 -4.91819 9.25096 0.112
H 0.76290 -8.22159 1.18768 0.114
O -4.93809 -6.97332 -3.40578 -0.286
C 9.04045 -6.58767 9.01452 -0.069
O 7.23281 -3.89810 5.37602 -0.299
H 4.92066 -4.61610 6.52817 0.055
H 3.04200 -9.12244 2.02546 0.050
H -2.75348 -4.06683 -2.72537 0.067
H -4.61386 11.13023 -9.13083 0.063
H -2.67799 5.13668 -11.21110 0.080
C 5.07605 3.06456 5.62654 -0.049
S -5.80539 9.80290 -7.86904 0.634
H -4.89703 -9.01678 -3.83092 0.119
H 6.04136 3.56567 5.69847 0.082
H -0.54825 0.38020 3.97399 0.060
H -1.37410 4.68345 -12.38062 0.084
H -0.36402 3.55255 -0.81245 0.077
O -1.21183 -9.83806 0.99109 -0.313
C 1.01136 -8.24566 2.24871 -0.266
H 1.35724 -10.65127 0.71512 0.063
O -2.67239 0.48135 -9.71015 -0.297
S 7.21938 -3.94349 6.82616 0.737
H -4.20940 2.14880 -8.05721 0.069
H -2.09830 -3.45650 11.44036 0.125
H 3.87038 4.23658 7.04780 0.113
H 0.64611 -12.19985 1.18170 0.064
H -0.12661 -5.33676 11.58127 0.072
O 8.13939 -5.28345 7.22239 -0.259
H -3.09194 -6.23659 8.26145 0.071
O -1.35486 -1.38187 2.14455 -0.285
H 4.14169 8.39787 -7.65077 0.114
S 2.91109 2.14459 8.90088 0.675
H -5.23889 7.83493 -5.98955 0.117
H 5.73608 -5.57605 7.82823 0.056
H -2.62042 2.52903 -12.49417 0.122
C 8.68115 -5.21320 8.50320 -0.354
O -3.14874 -4.73225 10.25475 -0.249
```

Results
**Structure (SMILES)**: CCOS(C)(=O)=O.CCOS(C)(=O)=O.CCOS(C)(=O)=O.CCOS(C)(=O)=O.CCOS(C)(=O)=O.CCOS(C)(=O)=O.CCOS(C)(=O)=O.CCOS(C)(=O)=O.CCOS(C)(=O)=O
**Energy above the lowest of the compared OMol25 structures with the same formula, charge and spin**: 7.494 eV
**E_LUMO**: -0.005 hartree
**Calculated total energy**: -181955.4981 eV
**Highest occupied orbital energy**: -10.687 eV
**Frontier orbital gap**: 10.55 eV

Density functional theory data (the ωB97M-V functional and the def2-TZVPD basis) for a molecular structure, C5H12BCuNO4S.

XYZ file:
```
25
Properties=species:S:1:pos:R:3:lowdin_charge:R:1
C -0.88074 -1.23561 0.81119 -0.085
S -1.48827 1.28005 1.14716 0.658
Cu 0.06977 3.94982 1.72589 0.753
H 0.00294 1.95682 -0.54363 0.104
H 2.27918 0.14718 -2.04288 0.120
C -0.95120 1.42368 -0.54470 -0.182
H 2.16519 0.95482 1.08769 0.074
H -0.09396 -2.12355 -2.19177 0.096
C -0.10986 -0.98350 -0.47874 -0.444
C -0.87261 0.07929 -1.27654 -0.127
H -0.41172 -1.99948 1.42650 0.148
O -0.79680 2.27105 1.99186 -0.345
H -1.90942 -1.53539 0.60793 0.145
H -1.71849 2.06563 -0.98185 0.123
C 2.12549 -0.14344 1.03187 0.025
B 1.43414 -0.55741 -0.31138 -0.442
O -2.90726 1.30266 1.18406 -0.199
H 1.63111 -0.48691 1.94115 0.067
H 3.16445 -0.47930 1.03363 0.081
H 0.49143 -2.92385 -0.91580 0.100
N -0.22556 -2.26185 -1.19510 0.108
H -0.39595 0.25149 -2.24462 0.135
O -0.91019 -0.04575 1.67525 -0.200
H -1.88646 -0.28585 -1.47023 0.144
O 2.19479 -0.62060 -1.46693 0.141
```

Results
**Energy above the lowest of the compared OMol25 structures with the same formula, charge and spin**: 0.000 eV
**E_LUMO**: -0.207 hartree
**Calculated total energy**: -71204.0427 eV
**Highest occupied orbital energy**: -12.517 eV
**Frontier orbital gap**: 6.88 eV
**Net charge**: +1

Density functional theory data (the ωB97M-V functional and the def2-TZVPD basis) for 3 unconnected molecules or ions with the total composition C4H17N2O2 in a non-equilibrium geometry.

XYZ file:
```
25
Properties=species:S:1:pos:R:3:lowdin_charge:R:1
C -2.53186 -0.12380 0.85213 -0.063
H 1.52517 -2.45121 -0.13369 0.111
H -2.19238 -0.52190 1.80243 0.084
C -1.85691 -0.60066 -0.41057 -0.142
H -0.27736 -1.49865 0.59077 0.173
H 0.80023 0.09992 -1.62725 0.109
H -0.09495 0.06337 0.44388 0.119
H 0.45739 1.76670 2.24350 0.051
C 0.56609 -0.89621 -1.28678 -0.113
H -0.06941 -1.37612 -2.02033 0.131
H -0.31100 2.85400 -0.88776 0.080
H 0.07115 2.07040 0.30849 0.005
H -3.60997 -0.27996 0.76192 0.097
N -0.36479 -0.75105 -0.10161 0.021
H 2.74023 0.14619 -0.52758 0.067
O -0.02476 1.95738 -0.66220 -0.059
H -2.42118 0.95147 1.03845 0.087
H 0.97567 3.09089 2.53533 0.080
H 3.64379 -1.20374 -0.27206 0.080
C 1.78375 -1.69842 -0.87189 -0.243
H 2.19846 -2.16045 -1.77149 0.124
O 0.22853 2.69214 2.06202 -0.042
H -1.88833 0.23278 -1.08755 0.118
H -2.06603 -1.56194 -0.79836 0.123
N 2.71845 -0.80116 -0.17981 0.003
```

Results
**Energy above the lowest of the compared OMol25 structures with the same formula, charge and spin**: 1.396 eV
**E_LUMO**: -0.110 hartree
**Calculated total energy**: -11492.4947 eV
**Highest occupied orbital energy**: -13.266 eV
**Frontier orbital gap**: 10.27 eV
**Net charge**: +1

Density functional theory data (the ωB97M-V functional and the def2-TZVPD basis) for a single C3H8NPS molecule in a non-equilibrium geometry.

XYZ file:
```
14
Properties=species:S:1:pos:R:3:lowdin_charge:R:1
H 0.61192 2.05762 0.43888 0.066
H -1.45128 -1.01285 -2.96406 0.003
N -0.01851 0.88409 2.99237 0.074
P 0.67814 -0.58997 -1.59619 0.485
H 0.00881 -1.79539 -3.73902 0.031
H -0.59410 -2.41770 -2.17774 0.007
C -0.04767 1.21073 0.64346 -0.652
C -0.48306 -1.49343 -2.77577 -0.478
H 0.07057 -0.58474 1.57054 0.076
S -0.80978 0.53778 -0.81879 0.496
H 0.66801 0.55015 3.71549 0.054
H 1.67738 0.54325 1.73428 0.143
C 0.53407 0.33492 1.76372 -0.378
H -0.84449 1.77555 1.21283 0.073
```

Results
**Energy above the lowest of the compared OMol25 structures with the same formula, charge and spin**: 3.010 eV
**E_LUMO (alpha / beta)**: -0.021 / -0.014 hartree
**Calculated total energy**: -24851.4315 eV
**Highest occupied orbital energy (alpha / beta)**: -7.103 / -9.610 eV
**Frontier orbital gap (alpha / beta)**: 6.53 / 9.23 eV